(1)
Molecular formula: C2H10N3
Method: DFT, ωB97M-V with the def2-TZVPD basis set

Each line ends with the Mulliken charge.
Positions of all 15 atoms, in Å:
N (-1.483, 0.810, 2.113)  -0.935
H (-1.824, -0.105, 2.417)  0.271
H (-2.223, 1.437, 2.434)  0.257
H (-0.722, 1.012, 2.758)  0.270
C (1.695, -1.517, -1.041)  -0.744
N (0.679, -0.635, -0.502)  -0.149
C (0.133, 0.335, -1.177)  0.275
N (-0.763, 1.145, -0.692)  -0.188
H (1.368, -2.553, -0.988)  0.300
H (2.629, -1.399, -0.510)  0.312
H (1.877, -1.264, -2.084)  0.283
H (0.403, -0.725, 0.469)  0.208
H (0.426, 0.471, -2.210)  0.287
H (-1.081, 1.105, 0.292)  0.300
H (-1.116, 1.885, -1.280)  0.254

Output
Total energy (eV): -6701.039
Energy relative to the best compared isomer or geometry (same formula, charge and spin) (eV): 0.000
HOMO energy (hartree): -0.54621
LUMO level (eV): -2.909
Maximum force (eV/Å): 0.7
Molar mass (g mol⁻¹): 76.1
Gap between HOMO and LUMO (eV): 11.95
Net charge: +1

(2)
Molecular formula: C2H10N3
Method: DFT, ωB97M-V with the def2-TZVPD basis set

Each line ends with the Mulliken charge.
Positions of all 15 atoms, in Å:
C (3.147, 0.902, 0.242)  -0.831
H (3.898, 0.455, 0.912)  0.255
H (2.211, 1.099, 0.773)  0.090
H (3.003, 0.187, -0.609)  0.188
H (3.394, 1.859, -0.155)  0.298
N (-0.941, 0.043, 1.221)  -0.395
C (-0.985, -0.319, -0.045)  0.789
N (-2.007, 0.032, -0.832)  -0.375
N (0.097, -0.914, -0.609)  -0.376
H (-0.074, -0.027, 1.778)  0.265
H (-1.579, 0.739, 1.547)  0.220
H (-2.176, -0.401, -1.726)  0.247
H (-2.816, 0.393, -0.381)  0.226
H (1.023, -0.797, -0.182)  0.166
H (0.093, -1.128, -1.599)  0.232

Output
Total energy (eV): -6700.953
Energy relative to the best compared isomer or geometry (same formula, charge and spin) (eV): 0.086
HOMO energy (hartree): -0.58143
LUMO level (eV): -3.347
Maximum force (eV/Å): 2.7
Molar mass (g mol⁻¹): 76.1
Gap between HOMO and LUMO (eV): 12.47
Net charge: +1

(3)
Molecular formula: C2H10N3O
Method: DFT, ωB97M-V with the def2-TZVPD basis set

Each line ends with the Mulliken charge.
Positions of all 16 atoms, in Å:
C (-0.740, -1.916, 0.882)  -0.845
N (-0.255, -0.667, 0.308)  -0.119
C (0.479, -0.521, -0.843)  0.555
N (1.038, 0.789, -1.028)  -0.457
N (0.463, -1.431, -1.863)  -0.293
H (-1.621, -1.594, 1.532)  0.322
H (0.021, -2.590, 1.613)  0.259
H (-1.161, -2.566, 0.154)  0.292
H (-0.468, 0.112, 0.873)  0.241
H (0.807, 1.335, -0.228)  0.205
H (2.129, 1.024, -1.259)  0.354
H (1.353, -1.458, -2.314)  0.245
H (-0.211, -2.129, -1.975)  0.230
H (0.079, 3.885, 1.083)  0.308
H (-1.255, 4.280, 1.626)  0.342
O (-0.658, 3.447, 1.438)  -0.638

Output
Total energy (eV): -8746.750
Energy relative to the best compared isomer or geometry (same formula, charge and spin) (eV): 2.392
HOMO energy (hartree): -0.54139
LUMO level (eV): -3.775
Maximum force (eV/Å): 4.2
Molar mass (g mol⁻¹): 92.1
Gap between HOMO and LUMO (eV): 10.96
Net charge: +1

(4)
Molecular formula: C2H10N3S
Method: DFT, ωB97M-V with the def2-TZVPD basis set

Each line ends with the Mulliken charge.
Positions of all 16 atoms, in Å:
N (0.053, -0.100, 2.197)  -0.428
C (0.910, 0.364, 1.251)  0.701
N (2.219, 0.397, 1.556)  -0.417
N (0.454, 0.768, 0.094)  -0.176
H (0.374, -0.014, 3.154)  0.262
H (-0.897, 0.212, 2.057)  0.239
H (2.551, -0.215, 2.275)  0.251
H (2.872, 0.528, 0.795)  0.243
H (1.062, 1.170, -0.597)  0.220
H (-0.540, 0.598, -0.166)  -0.026
C (-1.236, -1.023, -2.250)  -0.704
S (-2.424, -0.163, -1.157)  -0.259
H (-0.808, -1.828, -1.663)  0.280
H (-1.741, -1.404, -3.135)  0.324
H (-0.489, -0.334, -2.638)  0.287
H (-2.360, 1.044, -1.773)  0.204

Output
Total energy (eV): -17536.416
Energy relative to the best compared isomer or geometry (same formula, charge and spin) (eV): 0.000
HOMO energy (hartree): -0.48059
LUMO level (eV): -3.112
Maximum force (eV/Å): 1.2
Molar mass (g mol⁻¹): 108.2
Gap between HOMO and LUMO (eV): 9.97
Net charge: +1

(5)
Molecular formula: C2H10N4
Method: DFT, ωB97M-V with the def2-TZVPD basis set

Each line ends with the Mulliken charge.
Positions of all 16 atoms, in Å:
C (0.908, -0.605, 0.933)  -0.699
C (1.082, 0.826, -1.135)  -0.829
N (-1.738, -0.673, -0.960)  -0.422
N (-2.108, 0.434, 0.891)  -0.530
N (0.495, 0.558, 0.187)  -0.273
N (-1.392, 0.482, -0.269)  0.154
H (0.474, -1.548, 0.434)  0.227
H (2.008, -0.793, 0.880)  0.320
H (0.538, -0.536, 1.913)  0.252
H (2.054, 1.206, -0.952)  0.350
H (0.994, -0.066, -1.756)  0.285
H (0.326, 1.542, -1.671)  0.253
H (-2.157, -1.484, -0.467)  0.237
H (-1.073, -1.081, -1.625)  0.243
H (-2.205, -0.359, 1.464)  0.205
H (-2.002, 1.203, 1.441)  0.228

Output
Total energy (eV): -8191.714
Energy relative to the best compared isomer or geometry (same formula, charge and spin) (eV): 5.121
HOMO energy (hartree): -0.27568
LUMO level (eV): 1.014
Maximum force (eV/Å): 3.8
Molar mass (g mol⁻¹): 90.1
Gap between HOMO and LUMO (eV): 8.52

(6)
Molecular formula: C2H10N4
Method: DFT, ωB97M-V with the def2-TZVPD basis set

Each line ends with the Mulliken charge.
Positions of all 16 atoms, in Å:
C (0.231, -0.389, 1.090)  0.045
C (-2.075, 0.188, 0.431)  -0.489
N (-0.697, 0.511, 0.716)  -0.120
N (3.373, 0.244, -1.085)  -0.266
N (-2.184, -0.250, -0.978)  -0.256
N (3.500, 0.251, 0.096)  -0.196
H (-0.048, -1.483, 1.378)  0.302
H (-2.428, -0.511, 1.230)  0.403
H (-2.546, 1.068, 0.491)  0.363
H (4.042, 0.048, -1.871)  0.259
H (-1.271, -0.292, -1.436)  0.379
H (-2.784, 0.395, -1.469)  0.367
H (-2.646, -1.209, -0.960)  0.407
H (-0.211, 1.429, 0.681)  0.313
H (4.408, 0.092, 0.608)  0.226
H (1.337, -0.093, 1.078)  0.265

Output
Total energy (eV): -8174.826
Energy relative to the best compared isomer or geometry (same formula, charge and spin) (eV): 3.952
HOMO energy (hartree): -0.54850
LUMO level (eV): -10.132
Maximum force (eV/Å): 5.6
Molar mass (g mol⁻¹): 90.1
Gap between HOMO and LUMO (eV): 4.79
Net charge: +2

(7)
Molecular formula: C2H10N4O
Method: DFT, ωB97M-V with the def2-TZVPD basis set

Each line ends with the Mulliken charge.
Positions of all 17 atoms, in Å:
C (-0.847, -1.136, 0.693)  -1.021
C (0.469, -0.436, -1.116)  0.201
N (-0.383, 0.567, -1.512)  -0.487
N (-1.752, 0.022, 0.855)  -0.524
O (0.940, -1.342, -1.763)  -0.608
H (-0.836, 0.301, -2.377)  0.252
H (-1.079, 0.770, -0.767)  0.400
H (-2.712, -0.233, 1.070)  0.191
H (-1.430, 0.634, 1.596)  0.176
H (-1.300, -1.850, 0.005)  0.310
H (-0.661, -1.674, 1.638)  0.380
N (1.462, 0.069, 0.056)  -0.019
N (1.358, 1.445, 0.440)  -0.550
H (2.107, 1.659, 1.089)  0.235
H (1.446, 2.017, -0.393)  0.263
H (2.400, -0.256, -0.208)  0.305
H (0.819, -0.558, 0.695)  0.496

Output
Total energy (eV): -10240.292
Energy relative to the best compared isomer or geometry (same formula, charge and spin) (eV): 4.834
HOMO energy (hartree): -0.25284
LUMO level (eV): 0.714
Maximum force (eV/Å): 0.5
Molar mass (g mol⁻¹): 106.1
Gap between HOMO and LUMO (eV): 7.59

(8)
Molecular formula: C2H10N4S2
Method: DFT, ωB97M-V with the def2-TZVPD basis set

Each line ends with the Mulliken charge.
Positions of all 18 atoms, in Å:
C (3.117, -0.012, -0.142)  0.814
C (-2.733, 0.120, -0.499)  0.109
N (2.870, -1.276, -0.268)  -0.340
N (-3.242, 1.252, -0.310)  -0.282
N (4.260, 0.513, -0.589)  -0.395
N (-3.333, -0.967, -0.109)  -0.313
S (1.935, 1.226, 0.398)  -0.034
S (0.023, 0.406, 0.463)  -0.168
H (-1.714, 0.065, -0.857)  0.494
H (3.506, -1.939, -0.677)  0.262
H (2.243, -1.800, 0.334)  0.206
H (-4.140, 1.538, 0.026)  0.240
H (-2.698, 2.151, -0.552)  0.289
H (4.688, 0.061, -1.376)  0.241
H (4.458, 1.461, -0.443)  0.225
H (-3.165, -1.918, -0.261)  0.238
H (-4.316, -0.962, 0.137)  0.243
H (0.232, -0.581, 1.275)  0.170

Output
Total energy (eV): -29851.068
Energy relative to the best compared isomer or geometry (same formula, charge and spin) (eV): 0.989
HOMO energy (hartree): -0.62379
LUMO level (eV): -7.537
Maximum force (eV/Å): 6.4
Molar mass (g mol⁻¹): 154.3
Gap between HOMO and LUMO (eV): 9.44
Net charge: +2